C14H32BN3O28S5 | wB97M-V/def2-TZVPD

Output
2S+1   1
HOMO level   -14.540 eV
Net charge   +2
Gap between HOMO and LUMO   9.14 eV

Last column: Löwdin charge in e.
Atoms and positions in Å:
N: 4.4062 2.9720 -2.8176  0.32
H: 4.1305 2.4630 -1.9900  0.06
H: 3.7886 3.7453 -2.6160  0.13
H: 3.9898 2.4681 -3.5875  0.14
H: 5.4094 3.0867 -2.8417  0.16
N: -1.0734 6.7867 -3.8897  0.33
H: -1.2207 5.8012 -4.0549  0.11
H: -0.2384 7.2525 -4.2152  0.16
H: -0.7965 6.8578 -2.9210  0.14
H: -1.9388 7.2940 -4.0071  0.16
N: -3.5761 -3.2080 1.6242  0.35
H: -3.2935 -2.2838 1.3307  0.10
H: -3.4392 -3.1296 2.6218  0.15
H: -3.2349 -4.1234 1.3678  0.15
H: -4.5695 -3.2818 1.4575  0.14
O: -0.7475 4.2724 -2.9830  0.09
C: -0.5137 3.5375 -2.0316  -0.32
O: -1.1900 3.3718 -0.9350  0.29
B: -0.7048 2.1922 -0.2427  -0.91
O: 0.6341 1.9446 -0.8141  0.26
C: 0.7907 2.6838 -1.8513  -0.37
O: 1.6941 2.6047 -2.6589  0.11
O: -0.5281 2.4412 1.1716  0.23
C: -0.7350 1.3202 1.9074  -0.31
O: -0.5264 1.1016 3.0956  0.16
C: -1.4914 0.3795 0.9435  -0.34
O: -1.5110 0.9489 -0.2843  0.20
O: -1.9694 -0.7049 1.1078  0.13
C: -6.1797 0.8744 -1.4105  -0.21
C: -4.8912 0.1263 -1.3152  -0.23
O: -5.1803 -1.1404 -0.8272  -0.21
S: -6.6457 -1.1750 -0.0090  0.72
O: -6.7425 -0.4268 1.2378  -0.23
O: -7.2146 -2.4754 -0.0695  -0.19
O: -7.0338 -0.1596 -1.2099  -0.18
H: -6.2106 1.2553 -2.4313  0.15
H: -6.1078 1.6434 -0.6413  0.14
H: -4.1197 0.5503 -0.6725  0.11
H: -4.2932 0.0778 -2.2252  0.14
C: 3.0123 -0.7772 1.5550  -0.12
C: 1.9754 -1.4444 0.6648  -0.12
O: 2.3154 -0.8653 -0.6224  -0.23
S: 3.8217 -0.2914 -0.7149  0.70
O: 3.8591 1.1248 -0.8582  -0.26
O: 4.4830 -1.0842 -1.7765  -0.23
O: 4.2589 -0.7951 0.7695  -0.14
H: 3.0128 -1.2036 2.5582  0.15
H: 2.6171 0.2368 1.6151  0.10
H: 0.9460 -1.1833 0.9103  0.12
H: 2.0341 -2.5323 0.6338  0.13
C: 0.8584 -6.1544 2.6584  -0.08
C: -0.5761 -6.2493 3.0502  -0.21
O: -1.1715 -5.0061 3.2266  -0.21
S: -0.3193 -3.7096 2.6643  0.68
O: -0.0713 -2.7076 3.7043  -0.21
O: -0.7306 -3.3208 1.3534  -0.25
O: 0.9857 -4.6800 2.5221  -0.22
H: 0.9557 -6.6348 1.6848  0.14
H: 1.5665 -6.5455 3.3890  0.14
H: -0.5705 -6.7542 4.0162  0.14
H: -1.2182 -6.7681 2.3384  0.14
C: -0.3427 -0.5377 -3.2511  -0.16
C: 1.1662 -0.7930 -3.5154  -0.16
O: 1.2471 -1.8709 -4.4465  -0.20
S: -0.2093 -2.1744 -5.2041  0.76
O: -0.5221 -3.5797 -5.2894  -0.22
O: -0.3977 -1.2544 -6.3409  -0.25
O: -1.0638 -1.6332 -3.8507  -0.22
H: -0.7473 0.3122 -3.8008  0.12
H: -0.6824 -0.4800 -2.2170  0.12
H: 1.5922 -1.2028 -2.5997  0.10
H: 1.7944 0.0745 -3.7178  0.12
C: 3.5798 3.1141 3.8236  -0.17
C: 2.4060 2.0427 3.7996  -0.10
O: 3.0282 0.8350 4.4136  -0.25
S: 4.5776 1.0829 5.0002  0.72
O: 5.5271 0.5826 4.0431  -0.24
O: 4.6166 0.6761 6.3890  -0.22
O: 4.4184 2.7370 4.8949  -0.20
H: 3.2414 4.1275 4.0393  0.13
H: 4.1595 3.1885 2.9035  0.12
H: 2.0311 1.7614 2.8155  0.08
H: 1.6093 2.3927 4.4560  0.13

Cartesian forces (eV/Å) of the 2 atoms listed first:
N -1.1 -0.1 0.5
H 0.3 -1.6 0.8